[1]
{"formula": "C11H23CoN2O5P2", "method": "ωB97M-V/def2-TZVPD", "symbols": ["Co", "P", "C", "C", "N", "C", "C", "C", "C", "C", "P", "H", "H", "H", "H", "H", "H", "H", "H", "O", "H", "H", "O", "H", "C", "H", "H", "H", "C", "H", "H", "H", "C", "H", "H", "H", "C", "H", "H", "H", "O", "N", "O", "O"], "xyz": [[-0.17707, 0.04818, -0.11794], [1.88531, -0.70850, 0.12437], [2.19578, -0.78982, -1.69099], [1.00207, -1.39605, -2.35910], [-0.16978, -1.05961, -1.77725], [-1.33429, -1.42601, -2.33274], [-1.34398, -2.27074, -3.43321], [-0.14676, -2.70846, -4.00258], [1.05354, -2.24313, -3.45868], [-2.60049, -0.86348, -1.73624], [-2.14757, 0.60533, -0.74485], [2.03901, -2.55520, -3.82573], [-2.32351, -2.54915, -3.82149], [-0.14521, -3.36401, -4.87937], [-3.32653, -0.54638, -2.49956], [-3.10343, -1.60114, -1.09200], [2.30582, 0.30275, -1.96583], [3.13053, -1.30734, -1.91648], [1.18147, 2.76247, -1.51552], [1.64296, 2.00357, -1.99717], [2.06519, 2.35176, -2.79879], [-0.08881, 3.16628, 0.13566], [-0.02484, 3.63872, -0.72290], [-0.12133, 4.60056, -0.56476], [-2.13276, 1.93774, -1.95490], [-3.05772, 1.91174, -2.54735], [-1.99078, 2.88380, -1.42038], [-1.25853, 1.82778, -2.61129], [-3.34833, 0.86557, 0.55192], [-3.05934, 1.74040, 1.15147], [-4.32912, 1.03257, 0.09544], [-3.37662, -0.01021, 1.21356], [1.99777, -2.36472, 0.82302], [2.99726, -2.78782, 0.64998], [1.80152, -2.28621, 1.90143], [1.23466, -3.02033, 0.38679], [3.20235, 0.29132, 0.81802], [2.94968, 0.53345, 1.85639], [4.13498, -0.28766, 0.78452], [3.29536, 1.21170, 0.22996], [-0.10982, 1.06841, 3.55820], [-0.13371, 0.59949, 2.44038], [-0.32376, -0.63879, 2.17635], [0.06330, 1.40117, 1.34742]], "forces_ev_per_angstrom": [[0.885, 0.199, 1.819], [0.830, -0.350, -0.546], [1.068, 0.202, 0.128], [-0.005, -0.143, 0.347], [0.043, -0.401, -1.470], [0.236, -0.369, -0.506], [-0.357, -0.022, -0.229], [0.072, 0.273, 0.155], [0.106, -0.209, 0.045], [-0.562, 0.043, 0.239], [-1.214, 0.306, -0.363], [-0.570, 0.202, -0.045], [0.376, -0.088, -0.118], [-0.036, 0.212, 0.426], [0.254, -0.387, 0.005], [0.169, 0.140, -0.143], [-0.179, -1.405, 0.219], [-0.098, -0.089, -0.230], [0.645, -0.755, -0.956], [-0.480, 1.148, 0.338], [-0.294, 0.105, 0.420], [0.060, 0.625, -0.237], [-0.107, 0.428, 0.726], [0.187, -0.854, 0.118], [-0.431, 0.266, -0.169], [0.232, 0.271, 0.105], [-0.282, -0.217, -0.316], [-0.246, -0.102, 0.145], [-0.834, 0.273, -0.105], [-0.073, -0.228, -0.223], [-0.080, 0.029, 0.402], [0.022, 0.195, -0.227], [0.452, -0.305, 0.116], [-0.281, -0.042, 0.130], [0.084, -0.066, -0.292], [0.165, 0.159, 0.049], [0.436, -0.205, 0.065], [0.135, 0.010, -0.197], [-0.055, 0.348, 0.098], [-0.005, -0.181, 0.190], [-0.020, -0.667, -1.799], [0.209, 0.467, -0.235], [0.096, 1.996, -0.189], [-0.553, -0.812, 2.312]], "s_squared": 3.761, "charge": 1, "homo_ha": [-0.389, -0.449], "relative_energy_ev": 0.000, "spin_multiplicity": 4, "largest_force_ev_per_a": 2.51}

---

[2]
{"formula": "C11H23IOSi", "method": "ωB97M-V/def2-TZVPD", "symbols": ["C", "C", "C", "I", "C", "C", "O", "Si", "C", "C", "C", "C", "C", "C", "H", "H", "H", "H", "H", "H", "H", "H", "H", "H", "H", "H", "H", "H", "H", "H", "H", "H", "H", "H", "H", "H", "H"], "xyz": [[1.53385, 2.74768, 0.32593], [1.06819, 2.63073, 1.73668], [1.97729, 2.87895, 2.67984], [4.01458, 3.19202, 2.73949], [-0.35378, 2.15274, 1.95507], [-1.09383, 1.63576, 0.71686], [-0.33463, 0.75822, -0.06668], [-0.82621, -0.88899, -0.04758], [-2.70075, -0.92390, -0.33205], [-0.45841, -1.81711, 1.54618], [0.13174, -1.58610, -1.54796], [1.55919, -1.22196, -1.23551], [-0.31866, -0.89546, -2.88387], [-0.02176, -3.07189, -1.72295], [0.96717, 3.42895, -0.30574], [2.53157, 3.26215, 0.36091], [1.50101, 1.72896, -0.10734], [1.56020, 2.84509, 3.65536], [-0.93172, 2.94886, 2.49439], [-0.24898, 1.44638, 2.83542], [-2.02000, 1.09265, 0.97236], [-1.47453, 2.44984, 0.07274], [-3.05394, -1.89222, -0.77074], [-2.88566, -0.15299, -1.08467], [-3.30915, -0.64813, 0.55064], [-1.00417, -2.72802, 1.77236], [0.52438, -2.22143, 1.68838], [-0.71714, -1.03434, 2.28440], [2.00598, -1.71709, -0.33908], [1.59257, -0.21574, -0.88584], [2.24800, -1.40136, -2.03149], [-1.41904, -1.13537, -3.15291], [0.00088, 0.14508, -2.90508], [0.08615, -1.44715, -3.68144], [0.13088, -3.58293, -0.78876], [0.75346, -3.39432, -2.42057], [-1.01473, -3.36757, -2.07677]], "forces_ev_per_angstrom": [[1.240, 0.315, -0.413], [1.251, 0.649, -1.638], [-1.790, -0.430, 0.722], [-0.057, 0.140, -0.342], [0.128, 0.351, 2.535], [-0.972, 0.162, 0.244], [-0.203, -1.887, 0.173], [-0.187, -0.319, -1.148], [-0.021, -0.090, -0.129], [-0.338, 0.607, 0.091], [-1.223, 0.865, -0.107], [0.649, -0.463, 1.575], [-1.707, -0.822, 1.164], [-0.139, -0.217, -0.029], [-0.638, -0.181, 0.046], [-0.620, -1.050, -0.369], [0.560, 0.956, -0.151], [0.187, -0.144, 1.167], [0.159, -0.271, -0.943], [-0.455, -0.077, -1.341], [0.138, 0.526, 0.645], [0.556, 0.025, 0.293], [0.318, 0.705, 0.551], [-0.146, -0.014, -0.090], [0.263, -0.403, -0.376], [-0.969, 0.202, -0.311], [1.049, 0.646, 0.039], [0.353, -0.616, 0.266], [-0.592, -0.359, -0.588], [0.335, 1.126, -0.453], [0.460, 0.036, -0.812], [1.256, 1.148, 1.016], [-0.508, 0.050, -0.238], [1.449, -0.494, -1.208], [0.224, -0.418, 0.483], [-0.149, -0.336, -0.152], [0.138, 0.081, -0.172]], "smiles": "C/C(=C\\I)CCO[Si](C)(C)C(C)(C)C", "homo_ha": -0.312, "relative_energy_ev": 1.164, "largest_force_ev_per_a": 2.56}

---

[3]
{"formula": "C11H23N", "method": "ωB97M-V/def2-TZVPD", "symbols": ["C", "C", "C", "N", "C", "C", "C", "C", "C", "C", "C", "C", "H", "H", "H", "H", "H", "H", "H", "H", "H", "H", "H", "H", "H", "H", "H", "H", "H", "H", "H", "H", "H", "H", "H"], "xyz": [[1.17319, -3.47515, -0.79972], [1.29008, -1.96348, -0.64785], [0.33309, -1.41934, 0.39128], [-0.16414, -0.05684, 0.13072], [-1.59033, 0.44618, 0.28806], [-2.26847, -0.01494, -0.99766], [-2.16212, -0.01661, 1.60401], [-1.45734, 2.05783, 0.32328], [-0.12242, 2.30088, -0.24589], [0.80099, 1.07213, 0.00208], [1.90090, 1.12646, -1.14877], [1.48750, 1.20716, 1.40597], [0.91436, -3.95641, 0.13352], [2.19447, -3.84525, -1.21288], [0.35510, -3.75126, -1.50653], [1.10546, -1.52987, -1.62857], [2.32723, -1.62157, -0.39020], [0.78370, -1.54790, 1.42655], [-0.51200, -2.07488, 0.48645], [-3.26685, 0.46933, -1.08784], [-2.43721, -1.08998, -1.06386], [-1.78236, 0.28828, -1.84046], [-3.15928, 0.54677, 1.88121], [-1.29702, 0.06094, 2.32594], [-2.38390, -1.06142, 1.49347], [-1.48274, 2.34076, 1.34007], [-2.20468, 2.71272, -0.26936], [0.36343, 3.24527, -0.00971], [-0.28045, 2.27219, -1.40595], [1.68040, 1.06299, -2.23057], [2.72000, 0.43939, -0.97465], [2.32764, 2.14097, -1.11177], [0.79671, 0.57911, 2.10899], [1.52170, 2.25379, 1.67931], [2.49538, 0.80174, 1.55137]], "forces_ev_per_angstrom": [[1.410, -0.417, -1.231], [0.816, 0.396, -0.107], [-0.581, 1.283, 1.139], [0.748, 0.975, -1.017], [1.379, 0.802, -1.310], [-3.264, -0.031, 2.252], [-0.812, 0.690, 0.485], [-0.977, -0.881, -1.060], [1.059, -0.867, -3.368], [0.120, 0.059, 0.335], [0.015, 0.328, 0.367], [-1.145, -1.238, 0.697], [0.349, -0.258, 0.351], [-1.921, 0.120, 0.725], [0.682, 0.263, 0.343], [-0.220, 0.279, 0.028], [-0.746, -0.624, -0.138], [-0.002, 0.398, -0.807], [-0.777, -0.305, -0.369], [0.196, -0.409, 0.186], [0.186, -0.106, 0.227], [1.817, 0.837, -2.115], [2.156, -1.031, -0.267], [-1.465, 0.241, -0.223], [-0.344, -0.679, 0.290], [-0.255, 0.429, 1.277], [0.661, -1.587, 1.070], [-0.028, 0.009, 0.116], [0.432, 0.367, 1.801], [-0.909, -0.442, 0.629], [0.141, -0.147, 0.175], [0.035, -0.184, 0.421], [1.373, 1.584, -0.840], [-0.018, 0.189, 0.405], [-0.112, -0.047, -0.464]], "smiles": "CCCN1C(C)(C)CCC1(C)C", "homo_ha": -0.279, "relative_energy_ev": 1.748, "largest_force_ev_per_a": 3.97}